No. 1
The following is a DFT calculation (ωB97M-V with the def2-TZVPD basis set) of C3H2N2O as an isolated structure.

```
! wB97M-V def2-TZVPD RIJCOSX def2/J DEFGRID3
* xyz 0 1
O -0.04 0.96 1.31
C 0.12 -0.08 0.40
C 1.42 -0.63 0.23
N 2.45 -1.14 0.09
C -0.77 -0.20 -0.60
N -1.61 -0.28 -1.48
H -0.89 0.83 1.74
H -0.68 0.52 -1.68
*
```

## Properties
Energy above the lowest of the compared OMol25 structures with the same formula, charge and spin ... 3.113 eV
Orbital gap ... 9.0 eV
HOMO ... -9.14 eV
Calculated total energy ... -8166.5996 eV

And the Mulliken charges, in e, turn out to be: number 1, O, carries -0.4758; number 2, C, carries -0.0159; number 3, C, carries 0.2564; number 4, N, carries -0.3735; number 5, C, carries 0.3106; number 6, N, carries -0.4519; number 7, H, carries 0.3459; number 8, H, carries 0.4041

No. 2
The following is a DFT calculation (ωB97M-V with the def2-TZVPD basis set) of C49H48N4O2P2S2Sr as an isolated structure.

```
! wB97M-V def2-TZVPD RIJCOSX def2/J DEFGRID3
* xyz 0 1
Sr 0.88 1.10 -0.26
C 8.64 0.06 -0.38
C 7.15 0.06 -0.15
C 6.50 -0.97 0.46
C 5.10 -0.96 0.66
C 4.47 -2.09 1.22
N 3.19 -2.23 1.31
C 2.47 -3.42 1.76
C 1.01 -3.08 2.03
C 0.83 -1.88 2.95
N -0.58 -1.80 3.35
C -1.21 -0.83 3.98
C -0.94 0.54 4.11
C -1.57 1.20 5.20
C -1.47 2.54 5.40
C -2.10 3.24 6.57
C -0.79 3.29 4.40
C -0.23 2.74 3.28
C 0.24 3.70 2.27
N 0.67 3.48 1.09
C 0.85 4.67 0.26
C 2.23 4.86 -0.37
C 2.63 3.91 -1.51
N 3.06 2.61 -1.00
C 4.31 2.41 -0.96
C 5.00 1.23 -0.43
C 6.36 1.15 -0.60
C 4.31 0.18 0.27
O 3.08 0.23 0.54
C -0.26 1.31 3.08
O 0.16 0.76 2.04
H 9.10 -0.82 0.07
H 9.11 0.95 0.04
H 8.87 0.05 -1.45
H 7.06 -1.84 0.80
H 5.09 -2.92 1.57
H 2.65 -1.48 0.87
H 2.97 -3.81 2.66
H 2.52 -4.18 0.98
H 0.54 -3.97 2.46
H 0.52 -2.88 1.08
H 1.10 -0.95 2.46
H 1.43 -1.98 3.86
H -1.07 -2.68 3.31
H -2.11 -1.18 4.48
H -2.12 0.60 5.92
H -2.48 2.52 7.30
H -2.94 3.86 6.25
H -1.39 3.89 7.07
H -0.76 4.37 4.51
H 0.12 4.75 2.59
H 0.64 5.58 0.85
H 0.10 4.61 -0.54
H 3.00 4.83 0.40
H 2.23 5.87 -0.79
H 3.43 4.38 -2.08
H 1.78 3.76 -2.18
H 4.99 3.18 -1.36
H 6.86 1.96 -1.11
S -0.99 2.39 -2.32
P -2.05 0.76 -1.69
C -1.20 -0.50 -1.04
P -0.42 -1.78 -1.73
S 1.59 -1.78 -1.52
C -0.99 -3.34 -0.90
C -0.32 -4.55 -1.09
C -0.69 -5.68 -0.38
C -1.75 -5.61 0.53
C -2.43 -4.41 0.71
C -2.05 -3.28 -0.01
C -0.84 -2.07 -3.48
C -2.00 -2.76 -3.84
C -2.38 -2.83 -5.17
C -1.61 -2.22 -6.15
C -0.46 -1.53 -5.80
C -0.08 -1.45 -4.47
C -3.14 1.42 -0.36
C -4.03 2.46 -0.63
C -4.80 3.01 0.38
C -4.69 2.53 1.68
C -3.80 1.50 1.96
C -3.04 0.94 0.94
C -3.27 0.34 -2.99
C -4.32 -0.51 -2.65
C -5.25 -0.90 -3.60
C -5.13 -0.45 -4.91
C -4.08 0.39 -5.26
C -3.16 0.79 -4.30
H 0.52 -4.59 -1.78
H -0.17 -6.61 -0.53
H -2.04 -6.49 1.08
H -3.26 -4.36 1.40
H -2.55 -2.33 0.12
H -2.61 -3.22 -3.08
H -3.29 -3.36 -5.45
H -1.91 -2.28 -7.19
H 0.14 -1.05 -6.56
H 0.82 -0.92 -4.18
H -4.09 2.85 -1.64
H -5.49 3.81 0.16
H -5.29 2.96 2.48
H -3.71 1.13 2.97
H -2.33 0.13 1.12
H -4.40 -0.87 -1.63
H -6.06 -1.56 -3.32
H -5.85 -0.75 -5.66
H -3.98 0.74 -6.28
H -2.34 1.45 -4.56
*
```

## Properties
Energy above the lowest of the compared OMol25 structures with the same formula, charge and spin ... 0.070 eV
Orbital gap ... 5.3 eV
HOMO ... -6.02 eV
Calculated total energy ... -102735.5420 eV

Atom charges from the Mulliken analysis, given in e for atoms 1 to 99: number 1, Sr, carries 1.4339; number 2, C, carries -1.6416; number 3, C, carries 0.2131; number 4, C, carries -0.5756; number 5, C, carries 0.3213; number 6, C, carries -0.2919; number 7, N, carries 0.5741; number 8, C, carries -1.3896; number 9, C, carries 0.2934; number 10, C, carries 0.1403; number 11, N, carries 0.1053; number 12, C, carries -0.9355; number 13, C, carries 0.7543; number 14, C, carries -0.7560; number 15, C, carries 0.2455; number 16, C, carries -1.6986; number 17, C, carries -0.4696; number 18, C, carries 0.8712; number 19, C, carries -1.1690; number 20, N, carries 0.5854; number 21, C, carries -0.9996; number 22, C, carries -0.6552; number 23, C, carries -1.0070; number 24, N, carries 0.4173; number 25, C, carries -1.0536; number 26, C, carries 0.7326; number 27, C, carries -0.4729; number 28, C, carries -0.4082; number 29, O, carries -0.2215; number 30, C, carries -0.3514; number 31, O, carries 0.8423; number 32, H, carries 0.3657; number 33, H, carries 0.3590; number 34, H, carries 0.3275; number 35, H, carries 0.3563; number 36, H, carries 0.4274; number 37, H, carries -0.4752; number 38, H, carries 0.5319; number 39, H, carries 0.3314; number 40, H, carries 0.6095; number 41, H, carries -0.4453; number 42, H, carries -0.2356; number 43, H, carries 0.2111; number 44, H, carries 0.3201; number 45, H, carries 0.4218; number 46, H, carries 0.3751; number 47, H, carries 0.3804; number 48, H, carries 0.3279; number 49, H, carries 0.3739; number 50, H, carries 0.4322; number 51, H, carries 0.0582; number 52, H, carries 0.4555; number 53, H, carries 0.3076; number 54, H, carries 0.2751; number 55, H, carries 0.4173; number 56, H, carries 0.4880; number 57, H, carries 0.2292; number 58, H, carries 0.1760; number 59, H, carries 0.4405; number 60, S, carries -0.8938; number 61, P, carries 2.2352; number 62, C, carries -1.2628; number 63, P, carries 1.4610; number 64, S, carries -0.5265; number 65, C, carries -0.6390; number 66, C, carries -0.2871; number 67, C, carries -0.7596; number 68, C, carries -0.4271; number 69, C, carries -0.7708; number 70, C, carries 0.1047; number 71, C, carries 0.4521; number 72, C, carries -0.1196; number 73, C, carries -0.7040; number 74, C, carries -0.5382; number 75, C, carries -0.8071; number 76, C, carries -0.4440; number 77, C, carries 0.1048; number 78, C, carries -0.7899; number 79, C, carries -0.7691; number 80, C, carries -0.7189; number 81, C, carries -0.3965; number 82, C, carries 0.5740; number 83, C, carries 0.1542; number 84, C, carries -0.4811; number 85, C, carries -0.5738; number 86, C, carries -0.5382; number 87, C, carries -0.6156; number 88, C, carries -0.3262; number 89, H, carries 0.4334; number 90, H, carries 0.4140; number 91, H, carries 0.3742; number 92, H, carries 0.4728; number 93, H, carries 0.2618; number 94, H, carries 0.3394; number 95, H, carries 0.4274; number 96, H, carries 0.3846; number 97, H, carries 0.3984; number 98, H, carries 0.3451; number 99, H, carries 0.3671

No. 3
The following is a DFT calculation (ωB97M-V with the def2-TZVPD basis set) of one molecule with the formula C3H4S2.

```
! wB97M-V def2-TZVPD RIJCOSX def2/J DEFGRID3
* xyz 0 1
C -0.79 0.78 -0.47
C 0.04 0.00 0.50
S -0.26 0.31 2.03
C 1.02 -0.99 0.06
S 1.93 -1.82 1.00
H -1.02 1.74 0.02
H -0.23 0.98 -1.36
H -1.67 0.26 -0.77
H 0.99 -1.26 -1.02
*
```

## Properties
Energy above the lowest of the compared OMol25 structures with the same formula, charge and spin ... 1.101 eV
Orbital gap ... 7.0 eV
HOMO ... -8.69 eV
Calculated total energy ... -24844.5399 eV
Structure (SMILES) ... CC(=S)C=S

And the Mulliken charges, in e, turn out to be: number 1, C, carries -1.1434; number 2, C, carries 0.5687; number 3, S, carries -0.1943; number 4, C, carries -0.2953; number 5, S, carries -0.1928; number 6, H, carries 0.3454; number 7, H, carries 0.3514; number 8, H, carries 0.3007; number 9, H, carries 0.2595

No. 4
The following is a DFT calculation (ωB97M-V with the def2-TZVPD basis set) of one molecule with the formula C2H6N6O.

```
! wB97M-V def2-TZVPD RIJCOSX def2/J DEFGRID3
* xyz 0 3
C 0.94 -0.42 0.67
C 0.42 -0.17 -0.71
N 0.28 -0.21 1.74
N -0.68 0.61 -0.82
N -0.74 -0.45 2.39
N 2.28 -0.75 0.70
N -1.33 0.80 -2.05
N -1.36 0.35 3.13
O 0.98 -0.65 -1.69
H 2.64 -1.02 -0.20
H 2.62 -1.26 1.50
H -1.20 -0.04 -2.61
H -0.88 1.56 -2.56
H -1.16 0.98 -0.01
H -2.09 -0.16 3.63
*
```

## Properties
Orbital gap (alpha / beta) ... 6.4 / 6.8 eV
HOMO (alpha / beta) ... -5.86 / -9.25 eV
⟨S²⟩ ... 2.006
Calculated total energy ... -13153.7193 eV

And the Mulliken charges, in e, turn out to be: number 1, C, carries 0.0959; number 2, C, carries 0.5409; number 3, N, carries 0.0725; number 4, N, carries 0.0072; number 5, N, carries 0.0104; number 6, N, carries -0.3620; number 7, N, carries -0.7481; number 8, N, carries -0.4811; number 9, O, carries -0.7173; number 10, H, carries 0.2551; number 11, H, carries 0.2624; number 12, H, carries 0.2983; number 13, H, carries 0.2452; number 14, H, carries 0.2405; number 15, H, carries 0.2801